1.
Below is C30H28Cl4NPSe2Sn as an isolated structure, with properties calculated with ωB97M-V/def2-TZVPD.

For the lowest unoccupied orbital energy, the calculation gives 0.0057 hartree. The orbital gap is 0.2732 hartree. The spin multiplicity is 1.

Last column: Löwdin charge in e.
Cartesian coordinates (Å):
Sn: 0.638 -0.394 0.684  0.81
C: 4.239 1.465 2.629  -0.05
C: 2.982 0.899 3.232  -0.30
C: 2.921 -0.440 3.609  -0.05
C: 1.750 -0.996 4.105  -0.31
C: 1.676 -2.460 4.446  -0.05
C: 0.625 -0.185 4.234  -0.06
C: 0.653 1.152 3.858  -0.31
C: -0.595 1.989 3.910  -0.04
C: 1.843 1.682 3.368  -0.05
H: 4.267 1.256 1.557  0.07
H: 5.129 1.022 3.077  0.08
H: 4.289 2.545 2.758  0.08
H: 3.800 -1.066 3.496  0.12
H: 1.150 -3.012 3.662  0.08
H: 1.133 -2.625 5.377  0.08
H: 2.670 -2.894 4.549  0.07
H: -0.299 -0.610 4.614  0.12
H: -1.135 1.915 2.961  0.06
H: -0.362 3.041 4.079  0.08
H: -1.269 1.652 4.697  0.08
H: 1.877 2.725 3.070  0.12
Se: -0.672 1.700 -0.618  0.26
P: -2.405 0.404 -0.412  0.16
Se: -2.131 -0.986 1.214  0.27
C: -2.691 -0.452 -1.986  -0.42
C: -2.819 -1.831 -2.056  -0.11
C: -3.023 -2.446 -3.286  -0.07
C: -3.102 -1.682 -4.439  -0.08
C: -2.978 -0.298 -4.369  -0.08
C: -2.771 0.317 -3.147  -0.10
C: -3.900 1.395 -0.168  -0.40
C: -5.138 0.818 -0.447  -0.08
C: -6.301 1.534 -0.220  -0.07
C: -6.232 2.826 0.286  -0.08
C: -5.001 3.400 0.566  -0.07
C: -3.833 2.685 0.342  -0.10
H: -2.748 -2.419 -1.150  0.06
H: -3.116 -3.522 -3.338  0.11
H: -3.259 -2.162 -5.396  0.10
H: -3.042 0.299 -5.269  0.11
H: -2.659 1.394 -3.093  0.10
H: -5.192 -0.189 -0.845  0.11
H: -7.261 1.086 -0.439  0.11
H: -7.142 3.386 0.461  0.10
H: -4.947 4.406 0.959  0.11
H: -2.868 3.127 0.558  0.07
Cl: 6.479 -2.705 -2.387  0.64
C: 4.792 -2.459 -2.025  -0.68
C: 4.300 -2.801 -0.777  -0.10
C: 2.959 -2.592 -0.497  -0.08
C: 2.085 -2.048 -1.443  -0.37
C: 0.665 -1.767 -1.100  -0.36
C: 2.617 -1.723 -2.692  -0.07
C: 3.955 -1.924 -2.989  -0.13
H: 4.962 -3.222 -0.033  0.10
H: 2.584 -2.863 0.485  0.10
H: 0.156 -2.666 -0.738  0.05
H: 0.109 -1.373 -1.950  0.04
H: 1.962 -1.309 -3.451  0.09
H: 4.350 -1.674 -3.965  0.09
Cl: 3.915 1.483 -4.316  0.64
C: 2.534 2.086 -3.392  -1.60
Cl: 1.016 1.527 -4.106  0.62
Cl: 2.565 3.854 -3.325  0.63
C: 2.615 1.570 -2.023  -0.40
N: 2.625 1.156 -0.956  0.19

---

2.
Below is C30H28F6N5O3RuS4 as an isolated structure, with properties calculated with ωB97M-V/def2-TZVPD.

As for the expectation value of S²: 0.77. For the lowest unoccupied orbital energy (alpha / beta), the calculation gives -0.0582 / -0.0582 hartree. The orbital gap (alpha / beta) is 0.1272 / 0.1472 hartree. The spin multiplicity is 2.

Last column: Löwdin charge in e.
Cartesian coordinates (Å):
Ru: -0.918 -2.824 -1.269  0.34
F: -2.958 2.884 2.873  0.07
C: -2.940 1.746 2.145  -0.16
C: -1.785 1.008 2.027  -0.16
F: -0.660 1.441 2.650  0.08
C: -1.750 -0.150 1.270  -0.24
F: -0.562 -0.782 1.240  -0.08
C: -2.854 -0.640 0.568  -0.50
S: -2.970 -2.019 -0.483  0.66
C: -4.021 0.137 0.740  -0.25
F: -5.153 -0.229 0.131  0.07
C: -4.074 1.292 1.492  -0.16
F: -5.214 1.989 1.593  0.11
C: -3.912 -4.627 -4.249  -0.14
C: -2.937 -4.362 -3.134  -0.78
S: -1.886 -3.012 -3.289  0.63
C: -2.835 -5.194 -2.058  -0.77
C: -3.704 -6.414 -1.907  -0.14
S: -1.667 -4.889 -0.836  0.61
H: -3.821 -3.869 -5.025  0.05
H: -4.940 -4.608 -3.878  0.08
H: -3.746 -5.607 -4.703  0.07
H: -3.633 -7.068 -2.780  0.07
H: -4.755 -6.136 -1.791  0.08
H: -3.411 -6.986 -1.027  0.05
C: 4.220 1.301 1.592  -0.06
C: 4.197 1.548 0.090  -0.19
N: 2.985 1.035 -0.541  -0.03
C: 3.002 -0.223 -1.060  0.04
C: 1.921 -0.899 -1.522  -0.02
C: 2.146 -2.326 -2.000  -0.60
O: 3.308 -2.675 -2.195  0.03
O: 1.117 -3.071 -2.134  -0.19
C: 0.648 -0.244 -1.483  -0.30
O: -0.445 -0.762 -1.709  -0.11
C: 0.659 1.169 -1.081  -0.04
C: -0.536 1.881 -1.151  0.10
C: -0.602 3.134 -0.614  -0.19
F: -1.749 3.844 -0.707  0.07
C: 0.475 3.683 0.082  -0.16
C: 1.680 3.005 0.097  0.06
C: 1.801 1.752 -0.523  -0.12
N: 0.347 4.887 0.841  -0.12
C: -0.927 5.142 1.506  -0.12
C: -0.672 6.185 2.617  -0.06
N: 0.814 6.323 2.756  0.04
C: 1.396 6.954 1.526  -0.07
C: 0.927 6.108 0.316  -0.11
H: 5.142 1.689 2.026  0.08
H: 4.166 0.232 1.798  0.09
H: 3.372 1.774 2.089  0.07
H: 5.038 1.046 -0.386  0.12
H: 4.294 2.609 -0.148  0.11
H: 3.962 -0.725 -1.077  0.15
H: -1.401 1.415 -1.608  0.15
H: 2.501 3.431 0.657  0.11
H: -1.288 4.210 1.934  0.12
H: -1.697 5.525 0.833  0.13
H: -1.085 5.881 3.576  0.14
H: -1.054 7.172 2.362  0.13
H: 1.182 5.365 2.782  0.18
H: 1.082 6.821 3.602  0.18
H: 2.478 6.957 1.642  0.13
H: 1.037 7.980 1.488  0.13
H: 1.777 5.864 -0.316  0.13
H: 0.210 6.677 -0.289  0.14
S: 0.418 -3.043 0.975  0.74
C: 1.251 -4.496 0.771  -0.78
N: 1.555 -4.949 -0.481  0.06
C: 2.118 -6.138 -0.709  -0.05
C: 2.459 -6.936 0.343  -0.05
C: 2.216 -6.395 1.616  -0.13
N: 1.649 -5.235 1.838  0.07
H: 1.318 -4.316 -1.279  0.05
H: 2.281 -6.392 -1.747  0.14
H: 2.906 -7.907 0.204  0.10
H: 2.510 -6.952 2.502  0.11

---

Record-wise DFT total energy values, in eV: -228958.87266; -107384.64980
Record-wise relative energy (zero: lowest compared OMol25 entry of this formula, charge and spin) values, in kJ/mol: 19.1; 0.0